DFT (wB97M-V/def2-TZVPD) results for 3 unconnected molecules or ions with the total composition C17H45N3O3PS in a non-equilibrium geometry.

Geometry as XYZ:
```
70
Properties=species:S:1:pos:R:3:forces:R:3
C -0.70745 -2.84225 0.19565 0.0 -1.2 -0.5
C -1.98904 -3.06233 -0.85077 1.6 -0.6 -0.2
C -1.98465 -1.96103 -2.05295 1.1 -3.6 -1.0
O -2.26918 -0.57938 -1.70380 -1.8 0.6 1.0
S -3.24324 -0.37616 -0.33488 1.2 0.2 1.3
C -3.27716 1.44923 0.22766 1.2 2.8 0.2
O -2.08580 1.82821 1.01892 -1.5 -1.3 -2.4
C -0.83506 1.42713 0.35180 1.0 -0.6 0.0
P -5.33764 -0.81963 -0.77562 -3.6 0.0 -1.1
N -5.99017 -1.81479 0.60132 2.4 1.1 -1.4
O -6.30643 0.63409 -0.69932 2.2 -1.4 -0.3
H 0.26938 -2.52524 -0.41628 -2.3 -0.4 1.4
H -0.44689 -3.93480 0.60545 -0.6 2.6 -0.6
H -0.94555 -2.10874 1.07308 0.6 -1.4 -1.7
H -3.00869 -3.23086 -0.30758 1.8 0.6 -1.0
H -1.74139 -4.10743 -1.37409 -0.7 2.4 0.9
H -2.65758 -2.41148 -2.92676 1.0 1.6 1.9
H -0.87752 -1.97407 -2.50578 -2.4 0.4 1.1
H -3.39945 2.14419 -0.73430 0.4 -1.7 1.9
H -4.20640 1.64315 0.92583 1.7 -1.0 -1.4
H -0.62577 0.31460 0.70127 -0.2 2.2 -0.9
H -0.92866 1.48654 -0.81675 0.2 -0.1 2.2
H 0.06560 2.10698 0.71526 -2.2 -1.4 -0.7
H -5.23593 -1.88576 1.31878 -1.1 -0.1 -0.3
H -6.11817 -2.76760 0.17846 0.2 1.1 0.5
H -6.23441 1.15519 -1.55255 -0.1 -1.0 1.2
C 2.77618 3.27256 5.76467 -0.1 0.1 0.1
C 1.74204 2.31102 5.18482 0.0 0.0 0.4
N 0.59768 2.06315 6.06588 -0.2 -0.4 0.0
C -0.24142 0.94391 5.62339 0.4 -0.1 0.3
C -0.97546 1.09343 4.29524 -0.3 0.0 -0.2
C -0.13554 3.24423 6.52582 0.4 0.1 0.3
C -0.73766 4.15990 5.46617 -0.3 0.3 -0.1
H 3.13650 2.92496 6.73860 -0.1 0.1 -0.1
H 3.63851 3.33842 5.09275 -0.1 0.0 0.1
H 2.37611 4.28390 5.87997 0.1 -0.1 0.0
H 2.26021 1.36147 5.00314 -0.3 0.0 0.1
H 1.42234 2.68596 4.21044 0.0 0.1 -0.3
H -0.97316 0.70666 6.40559 0.1 0.2 0.0
H 0.39375 0.05061 5.55916 0.1 0.2 0.0
H -1.83889 1.75712 4.38228 0.1 0.0 -0.1
H -1.35931 0.11792 3.97685 0.0 0.0 0.0
H -0.32736 1.46239 3.49543 0.0 0.0 0.1
H 0.53814 3.84419 7.15162 0.0 -0.2 -0.2
H -0.93041 2.93481 7.21705 0.2 -0.2 -0.2
H -0.05162 4.35578 4.63866 0.0 0.0 0.0
H -0.98504 5.12747 5.91678 0.0 -0.1 -0.1
H -1.66698 3.75375 5.06216 0.1 0.0 -0.1
C 3.40448 -1.54509 -7.46320 0.0 0.1 0.0
C 3.06323 -2.27279 -6.16542 0.3 0.2 0.0
N 3.59619 -1.62842 -4.96208 0.1 -0.1 0.4
C 3.49800 -2.46927 -3.76379 0.4 0.0 -0.3
C 2.10236 -2.82287 -3.26148 -0.3 -0.2 0.3
C 3.23660 -0.22277 -4.76476 0.4 0.0 -0.3
C 1.75416 0.12360 -4.68553 -0.3 0.3 0.1
H 4.48648 -1.41460 -7.57025 -0.2 0.0 0.1
H 3.05144 -2.12954 -8.31947 0.0 0.1 0.2
H 2.92606 -0.56327 -7.52050 0.1 -0.1 0.0
H 3.49079 -3.27971 -6.24579 0.0 0.1 0.3
H 1.97983 -2.39522 -6.10664 -0.3 -0.1 -0.1
H 4.05932 -2.00233 -2.94498 -0.1 0.1 -0.2
H 4.03191 -3.40736 -3.96498 -0.1 0.1 -0.2
H 1.62822 -1.97869 -2.75541 0.0 0.0 -0.1
H 2.17167 -3.63199 -2.52605 0.0 0.0 -0.1
H 1.44231 -3.16916 -4.06166 0.1 0.1 0.0
H 3.68015 0.36272 -5.58079 -0.1 -0.2 0.0
H 3.73639 0.15961 -3.86513 0.0 -0.3 -0.1
H 1.16065 -0.38511 -5.44890 0.1 0.0 0.0
H 1.62163 1.20052 -4.83762 0.0 -0.1 0.0
H 1.33674 -0.10965 -3.70412 -0.1 -0.1 -0.1
```
Forces are in eV/Å.

- E_LUMO: -0.1713 Eh
- Spin multiplicity: 1
- Energy above the lowest of the compared OMol25 structures with the same formula, charge and spin: 296.2 kJ/mol
- E_tot: -49083.807 eV
- E_HOMO: -9.87 eV
- Net charge: +1

Atomic partial charges in e from the Mulliken method, atoms 1 to 5:
1 C -0.59
2 C -0.48
3 C -0.05
4 O -0.19
5 S 0.36


DFT (wB97M-V/def2-TZVPD) results for a gas-phase ion, C8H16P (charge +1) in a non-equilibrium geometry.

Geometry as XYZ:
```
25
Properties=species:S:1:pos:R:3:forces:R:3
C -1.49744 -0.56801 -0.05612 1.0 -1.1 0.9
C -1.85005 0.60810 0.30187 0.2 0.7 0.0
C -0.01331 -0.94285 -0.16099 0.4 -2.2 0.9
C 1.44824 0.88616 1.77120 -1.7 -2.0 0.1
C -2.38896 -1.74183 -0.40627 2.1 -0.9 -0.4
C -2.47390 1.87726 0.40148 -1.8 2.2 1.0
C 2.81797 -1.04811 0.20840 -0.9 -1.2 -1.1
C 1.53493 1.18050 -1.26691 0.0 -0.4 -0.4
P 1.44103 0.13037 0.23859 -1.3 -1.1 -2.3
H 0.11600 -2.01676 0.31300 0.0 2.1 -0.6
H 0.19279 -1.12064 -1.22555 0.1 -0.1 0.0
H 2.11475 1.58119 2.11754 1.4 1.8 0.7
H 1.04602 0.12845 2.44277 -0.1 0.5 0.5
H -1.85103 -2.18388 -1.29065 -1.1 -0.1 0.6
H -3.30928 -1.34754 -0.65380 -2.0 0.6 -1.0
H -2.59495 -2.52579 0.35311 0.7 0.6 -0.2
H -2.97202 2.13528 1.43548 0.9 -0.7 -1.9
H -3.22895 2.06911 -0.41458 0.4 -0.5 0.8
H -1.76178 2.70346 0.21417 0.0 -0.2 0.3
H 3.59426 -0.54274 -0.32364 0.7 0.1 -0.6
H 2.40290 -1.93163 -0.39867 0.9 1.2 0.8
H 3.25664 -1.40724 1.13505 -0.5 0.1 0.3
H 0.50587 1.51562 -1.61561 1.3 -0.1 0.9
H 1.90337 0.53126 -2.13863 -0.1 1.0 1.4
H 2.23265 2.00566 -0.98906 -0.6 -0.4 -0.8
```
Forces are in eV/Å.

- <S²>: 2.013
- E_LUMO (alpha / beta): -0.0984 / -0.2086 Eh
- Spin multiplicity: 3
- Energy above the lowest of the compared OMol25 structures with the same formula, charge and spin: 127.8 kJ/mol
- E_tot: -17832.746 eV
- E_HOMO (alpha / beta): -10.74 / -12.70 eV
- Net charge: +1

Atomic partial charges in e from the Mulliken method, atoms 1 to 5:
1 C 0.88
2 C -0.04
3 C -1.15
4 C -0.94
5 C -1.43


DFT (wB97M-V/def2-TZVPD) results for a molecular structure, H24HeO12 in a non-equilibrium geometry.

Geometry as XYZ:
```
37
Properties=species:S:1:pos:R:3:forces:R:3
He 0.29530 0.33109 0.38413 0.0 0.0 0.1
O -2.61003 -0.96420 -2.12350 0.5 -0.1 -0.3
H -2.45996 -1.82671 -2.51054 0.0 -0.2 -0.4
H -2.77235 -1.14184 -1.19705 -0.7 0.3 0.6
O -0.20457 -0.84706 2.78964 0.0 0.3 0.4
H -0.22836 -1.32738 1.96202 -0.1 0.1 -0.4
H 0.41578 -1.33410 3.33203 0.2 -0.2 0.3
O -3.67238 -0.86125 0.60217 0.1 0.0 -0.3
H -4.47356 -1.36479 0.74630 -0.3 -0.1 0.0
H -2.96528 -1.46505 0.82946 0.4 -0.1 0.5
O -2.30480 2.72027 -0.71833 -0.5 0.0 -0.2
H -2.70237 3.14387 0.04241 -0.2 0.0 0.2
H -1.37441 2.66134 -0.50126 0.6 0.0 0.0
O 2.46324 0.17373 2.30116 0.3 -0.1 0.4
H 1.51304 0.08181 2.37117 -0.5 0.0 0.0
H 2.59217 0.79246 1.58228 0.2 0.0 -0.4
O 2.50535 -1.19627 -2.68812 0.6 -0.2 0.1
H 1.68256 -0.73903 -2.86185 -0.9 0.4 0.3
H 2.64651 -1.73931 -3.46362 0.2 -0.2 -0.2
O 0.45186 2.75252 -0.75094 -0.4 0.6 0.0
H 1.18253 2.32428 -0.30489 0.3 -0.6 0.0
H 0.86134 3.43867 -1.27797 -0.1 0.2 -0.1
O 2.43606 -2.83048 -0.21877 0.1 -0.5 0.3
H 1.62763 -2.52023 0.18919 -0.1 0.2 0.1
H 2.48338 -2.35614 -1.04882 0.0 0.4 -0.5
O -1.29768 2.50621 3.07571 -0.3 0.1 0.0
H -0.73229 1.99174 3.65182 0.1 -0.3 0.1
H -0.70360 3.11673 2.63918 0.1 0.2 -0.1
O -0.86546 -2.35810 0.56832 -0.2 0.1 0.0
H -0.80821 -3.12790 1.13432 0.0 -0.4 0.2
H -1.08223 -2.71046 -0.29486 0.1 0.0 -0.4
O 0.05470 0.11491 -2.18411 0.8 -0.2 -0.3
H -0.70733 -0.31168 -1.79226 -0.6 -0.1 -0.1
H -0.28420 0.94016 -2.53100 -0.1 0.3 0.1
O 2.71890 1.31952 -0.32041 0.2 0.4 0.3
H 3.35158 2.01198 -0.51135 0.3 0.2 0.0
H 2.96717 0.60068 -0.90166 -0.1 -0.6 -0.3
```
Forces are in eV/Å.

- E_LUMO: -0.0084 Eh
- Spin multiplicity: 1
- Energy above the lowest of the compared OMol25 structures with the same formula, charge and spin: 113.1 kJ/mol
- E_tot: -25038.991 eV
- E_HOMO: -10.36 eV

Atomic partial charges in e from the Mulliken method, atoms 1 to 5:
1 He 0.02
2 O -0.66
3 H 0.32
4 H 0.31
5 O -0.68


DFT (wB97M-V/def2-TZVPD) results for a molecular structure, C6H8N in a non-equilibrium geometry.

Geometry as XYZ:
```
15
Properties=species:S:1:pos:R:3:forces:R:3
C -0.32700 0.20515 -1.92256 1.6 1.8 2.8
C -0.41123 -0.88321 -1.14004 -1.9 -0.5 0.8
C 0.40831 -1.75344 -0.44007 -0.8 -1.3 2.0
C -0.40938 1.52348 1.18997 0.9 -1.2 2.2
C -0.17693 0.05772 1.25368 -1.9 -0.8 3.0
C 0.47416 0.88127 -0.91006 -0.1 -2.7 -4.1
N 0.41204 -0.28997 0.02070 2.5 0.2 -1.7
H -0.75496 0.33272 -2.84007 -0.4 0.8 -2.4
H -0.08152 -2.16020 0.45886 0.1 -0.5 -0.6
H 1.13620 -2.44576 -0.81011 1.1 0.5 -0.4
H -1.37405 1.91486 1.15053 -1.2 0.8 -0.1
H 0.48418 2.03550 1.46881 0.0 1.1 -0.1
H 0.32039 -0.32642 2.19259 0.8 0.9 -1.2
H -1.06611 -0.55045 1.39897 -0.9 0.3 -0.5
H 1.36589 1.45873 -1.07120 0.0 0.6 0.4
```
Forces are in eV/Å.

- <S²>: 2.042
- E_LUMO (alpha / beta): -0.1601 / -0.2478 Eh
- Spin multiplicity: 3
- Energy above the lowest of the compared OMol25 structures with the same formula, charge and spin: 435.1 kJ/mol
- E_tot: -7825.491 eV
- E_HOMO (alpha / beta): -12.13 / -15.12 eV
- Net charge: +1

Atomic partial charges in e from the Mulliken method, atoms 1 to 5:
1 C -0.16
2 C -0.15
3 C -0.11
4 C -0.91
5 C -0.29


DFT (wB97M-V/def2-TZVPD) results for a single C4H5NO molecule.

Geometry as XYZ:
```
11
Properties=species:S:1:pos:R:3:forces:R:3
C -1.61306 0.32879 0.22519 -0.1 0.0 0.1
C -0.35070 0.50616 -0.56216 0.2 0.2 0.1
C 0.84606 0.70697 -0.05860 -0.2 -0.4 -0.2
C 1.92113 0.03772 0.29261 0.0 0.2 0.0
N 1.82184 -1.41990 0.13826 -0.4 -0.2 -0.1
O 0.76805 -1.83591 -0.26667 0.6 -0.1 0.2
H -1.40736 0.13815 1.28162 0.0 0.1 -0.2
H -2.24106 1.22048 0.13921 0.0 -0.1 0.0
H -2.17243 -0.51956 -0.18233 0.1 0.1 0.0
H -0.42226 0.48826 -1.64974 0.0 0.1 0.1
H 2.88174 0.37246 0.66033 -0.2 0.0 0.0
```
Forces are in eV/Å.

- E_LUMO: -0.0124 Eh
- Spin multiplicity: 1
- Energy above the lowest of the compared OMol25 structures with the same formula, charge and spin: 424.0 kJ/mol
- SMILES: CC=C=CN=O
- E_tot: -7762.132 eV
- E_HOMO: -9.10 eV

Atomic partial charges in e from the Mulliken method, atoms 1 to 5:
1 C -0.93
2 C 0.11
3 C 0.10
4 C -0.64
5 N 0.02


DFT (wB97M-V/def2-TZVPD) results for 2 unconnected molecules or ions with the total composition C8H11O5 in a non-equilibrium geometry.

Geometry as XYZ:
```
24
Properties=species:S:1:pos:R:3:forces:R:3
O 0.87182 0.22504 0.44412 -3.5 -0.9 -0.3
O -0.28926 -0.14134 0.66806 2.7 0.9 -0.6
C 1.77666 1.37437 2.73084 -0.8 0.4 0.4
C 2.60601 0.33670 2.10565 2.2 -0.1 0.9
C 2.63186 -0.98585 2.55084 -0.4 0.0 0.2
C 3.69791 -1.82018 2.31197 0.4 -0.1 0.0
C 4.87641 -1.25625 1.57048 -0.1 -0.1 -0.8
C 4.39594 -0.30795 0.44752 0.5 0.5 0.1
C 3.85801 0.81270 1.37148 -0.1 -0.2 -0.8
O 4.98477 0.95805 2.25341 0.3 -0.8 0.5
O 5.68420 -0.37533 2.34491 -0.8 0.8 0.0
C 3.75119 2.19526 0.71590 0.1 -0.3 -0.2
O 3.49198 -0.77185 -0.52140 -0.1 -0.6 0.3
H 0.85744 0.95003 3.15417 0.1 0.1 -0.1
H 2.32379 1.83957 3.56704 0.0 -0.1 -0.2
H 1.50884 2.17798 2.03503 0.0 -0.2 0.2
H 1.79099 -1.33155 3.15992 0.2 0.0 -0.2
H 3.77532 -2.82843 2.71291 -0.2 0.2 0.0
H 5.58725 -2.00696 1.19655 -0.3 0.0 0.1
H 5.27574 0.11088 -0.04859 0.2 -0.1 0.0
H 2.89018 2.24095 0.03730 0.1 0.0 0.2
H 3.68190 2.97779 1.48125 -0.1 -0.2 -0.2
H 4.66411 2.37179 0.13307 -0.2 0.0 0.1
H 3.80815 -1.62444 -0.86978 -0.2 0.5 0.2
```
Forces are in eV/Å.

- <S²>: 3.790
- E_LUMO (alpha / beta): 0.0256 / -0.0423 Eh
- Spin multiplicity: 4
- Energy above the lowest of the compared OMol25 structures with the same formula, charge and spin: 79.0 kJ/mol
- E_tot: -18703.296 eV
- E_HOMO (alpha / beta): -7.33 / -9.45 eV

Atomic partial charges in e from the Mulliken method, atoms 1 to 5:
1 O 0.16
2 O -0.19
3 C -1.51
4 C 0.16
5 C -0.40